Molecular formula: C5H14
Method: DFT, wB97M-V/def2-TZVPD

Atoms and positions in Å:
C: -1.21 -0.68 -1.42
C: 0.31 -1.00 -1.74
C: 0.88 0.40 -1.89
H: -1.87 -1.30 -2.01
H: -1.32 -0.94 -0.32
H: -1.36 0.34 -1.29
H: 0.43 -1.49 -2.78
H: 1.00 -1.57 -1.06
H: 1.88 0.54 -2.29
H: 1.01 0.92 -0.88
H: 0.15 1.12 -2.50
C: 0.47 0.72 2.82
C: -0.40 0.19 1.67
H: 0.45 0.22 3.77
H: 1.53 0.80 2.45
H: 0.03 1.79 3.14
H: -0.56 -0.86 1.87
H: 0.07 0.20 0.71
H: -1.49 0.62 1.75

The net charge is 0. Its SMILES is CCC.CC. For the energy relative to the best compared isomer or geometry (same formula, charge and spin), the calculation gives 39.5 kcal/mol. Its highest occupied orbital energy is -10.8 eV. Its total energy is -198.82620 Ha. For the HOMO-LUMO gap, the calculation gives 11.9 eV.